# C34H23BrClN4OPRbS

C34H23BrClN4OPRbS as an isolated structure in a non-equilibrium geometry (ωB97M-V/def2-TZVPD, the Open Molecules 2025 dataset).

The geometry in XYZ format:
```
67
Properties=species:S:1:pos:R:3:lowdin_charge:R:1
Rb -0.813 -1.812 -2.832 0.856
Br 6.996 2.350 2.720 0.694
C 5.899 3.224 1.438 -0.703
C 6.484 4.007 0.461 -0.137
C 5.675 4.654 -0.461 -0.042
C 4.295 4.497 -0.427 -0.311
C 3.724 3.714 0.575 -0.041
C 4.520 3.079 1.507 -0.125
N 3.495 5.302 -1.290 0.040
N 2.568 4.824 -1.979 0.042
C 2.309 3.471 -2.147 -0.259
C 3.243 2.434 -2.087 -0.039
C 2.915 1.124 -2.340 -0.010
C 1.585 0.720 -2.644 -0.406
O 1.239 -0.474 -2.779 -0.282
C 0.607 1.809 -2.806 -0.150
N -0.644 1.450 -3.181 0.096
C -1.545 2.390 -3.329 -0.162
C -1.278 3.754 -3.127 -0.069
C -0.022 4.132 -2.745 -0.018
C 0.979 3.149 -2.571 -0.102
H 7.559 4.120 0.422 0.096
H 6.111 5.289 -1.221 0.110
H 2.648 3.593 0.608 0.122
H 4.076 2.467 2.280 0.098
H 4.276 2.668 -1.867 0.108
H 3.666 0.347 -2.298 0.107
H -2.538 2.068 -3.628 0.098
H -2.063 4.486 -3.271 0.094
H 0.231 5.168 -2.573 0.101
Cl -3.582 -1.342 -1.917 0.615
C -4.258 -1.118 -0.326 -0.643
C -5.625 -0.942 -0.214 -0.105
C -6.176 -0.762 1.045 -0.084
C -5.359 -0.765 2.164 -0.080
C -3.992 -0.953 2.029 -0.066
C -3.406 -1.136 0.778 -0.381
P -1.599 -1.327 0.497 1.054
C -0.948 -1.022 2.179 -0.391
C -0.505 0.269 2.458 -0.099
C -0.019 0.593 3.716 -0.086
C 0.041 -0.378 4.704 -0.092
C -0.384 -1.671 4.431 -0.083
C -0.876 -1.992 3.176 -0.089
C -1.423 -3.141 0.341 -0.431
C -2.481 -4.040 0.264 -0.086
C -2.236 -5.393 0.077 -0.071
C -0.937 -5.863 -0.018 -0.103
C 0.126 -4.973 0.066 -0.071
C -0.115 -3.621 0.230 -0.124
H -6.240 -0.944 -1.102 0.104
H -7.243 -0.618 1.145 0.103
H -5.786 -0.623 3.148 0.102
H -3.364 -0.953 2.909 0.101
H -0.533 1.020 1.678 0.102
H 0.324 1.599 3.919 0.101
H 0.431 -0.131 5.683 0.099
H -0.328 -2.433 5.197 0.101
H -1.201 -3.004 2.964 0.110
H -3.504 -3.687 0.331 0.100
H -3.064 -6.081 -0.025 0.108
H -0.754 -6.910 -0.216 0.086
H 1.141 -5.331 -0.041 0.110
H 0.717 -2.925 0.268 0.113
S -0.924 -7.289 -3.346 0.356
C -1.017 -5.640 -3.316 -1.048
N -1.098 -4.476 -3.285 -0.135
```

* orbital gap: 6.5 eV
* molecular weight: 767.45 u
* maximum force: 1.1 eV/Å
* charge: -1
* LUMO energy: 1.93 eV

# C23H12Br4Cl2N4O6RuS

C23H12Br4Cl2N4O6RuS as an isolated structure in a non-equilibrium geometry (ωB97M-V/def2-TZVPD, the Open Molecules 2025 dataset).

The geometry in XYZ format:
```
53
Properties=species:S:1:pos:R:3:lowdin_charge:R:1
Ru -2.772 11.773 15.588 1.575
Cl 1.521 13.631 21.035 0.670
C 0.448 13.546 19.663 -0.664
C 0.814 14.129 18.518 -0.138
C 0.020 14.095 17.421 -0.565
Cl 0.441 14.711 15.884 0.793
C -1.187 13.334 17.432 -0.405
O -1.910 13.270 16.398 -0.243
C -1.540 12.683 18.660 -0.132
C -2.804 11.837 18.740 -0.151
O -3.451 11.386 17.815 -0.036
C -0.743 12.840 19.781 -0.088
H 1.701 14.629 18.421 0.093
H -3.048 11.485 19.884 0.175
H -1.067 12.380 20.707 0.117
N -2.315 18.373 12.155 0.107
C -2.925 17.332 12.793 -0.290
C -4.027 16.728 12.190 -0.049
C -4.687 15.712 12.812 -0.072
C -4.198 15.254 14.022 -0.260
C -3.116 15.861 14.728 -0.070
C -2.530 16.930 14.133 -0.019
S -5.212 14.096 15.010 0.656
O -5.128 14.370 16.397 -0.288
O -6.513 13.890 14.422 -0.301
N -4.355 12.596 14.846 -0.231
C -4.779 11.506 14.052 -0.412
N -5.724 11.404 13.180 0.152
C -5.871 10.201 12.641 -0.076
C -5.050 9.087 13.002 -0.042
C -3.934 9.344 13.801 -0.073
N -3.814 10.555 14.376 -0.059
H -2.539 18.607 11.210 0.092
H -1.437 18.734 12.515 0.106
H -4.356 17.239 11.303 0.111
H -5.604 15.331 12.359 0.125
H -2.799 15.537 15.725 0.106
H -1.744 17.443 14.675 0.108
H -6.654 9.991 11.852 0.134
H -5.192 8.134 12.531 0.093
H -3.378 8.456 14.210 0.145
Br 4.290 12.056 14.676 0.712
C 2.545 11.430 15.140 -0.733
C 2.288 10.863 16.424 -0.734
Br 3.747 10.282 17.416 0.779
C 1.010 10.650 16.926 -0.700
Br 0.635 9.868 18.529 0.909
C -0.085 10.868 16.113 -0.435
O -1.253 10.628 16.498 -0.169
C 0.159 11.394 14.726 -0.382
O -0.859 11.521 13.997 -0.056
C 1.505 11.660 14.273 -0.711
Br 1.837 12.086 12.512 0.824
```

* ⟨S²⟩: 6.03
* relative energy (zero: lowest compared OMol25 entry of this formula, charge and spin): 21.9 kcal per mole
* orbital gap (spin up / spin down): 7.4 / 6.3 eV
* molecular weight: 964.03 u
* maximum force: 3.3 eV/Å
* LUMO energy (spin up / spin down): -0.46 / -1.93 eV
* multiplicity: 5

# C26H48BBr2F3O4P

A 2-piece molecular cluster, C26H48BBr2F3O4P overall in a non-equilibrium geometry (ωB97M-V/def2-TZVPD, the Open Molecules 2025 dataset).

The geometry in XYZ format:
```
85
Properties=species:S:1:pos:R:3:lowdin_charge:R:1
C -3.472 -2.032 -1.580 -0.002
C -3.925 -3.047 -0.339 -0.237
O -5.206 -2.877 0.087 -0.018
O -3.020 -4.026 0.301 0.005
C -2.099 -4.642 -0.668 -0.237
O -2.517 -5.556 -1.585 -0.001
C -0.468 -4.281 -0.736 -0.025
B 0.375 -5.201 0.383 -0.339
C 1.689 -4.526 1.102 -0.066
C 3.137 -4.987 0.488 -0.214
O 3.358 -6.452 0.469 -0.058
C 3.492 -4.268 -0.980 -0.152
F 2.693 -4.837 -2.090 -0.003
F 4.937 -4.528 -1.339 0.005
F 3.364 -2.766 -0.878 -0.016
C -0.243 -6.701 0.677 -0.528
Br -1.054 -7.133 2.499 0.635
C -0.249 -7.772 -0.399 -0.564
C -0.901 -9.281 -0.181 -0.146
Br 0.566 -7.390 -2.224 0.692
H -2.346 -2.141 -1.882 0.071
H -3.617 -0.928 -1.152 0.093
H -4.223 -2.195 -2.477 0.120
H -0.361 -3.134 -0.429 0.083
H -0.050 -4.500 -1.808 0.114
H 1.663 -3.333 1.066 0.108
H 1.683 -4.809 2.257 0.141
H 3.964 -4.553 1.231 0.177
H 2.738 -6.926 1.105 0.125
H -1.716 -9.329 0.659 0.062
H -0.087 -10.104 0.062 0.100
H -1.442 -9.578 -1.198 0.094
C -2.492 6.064 -1.326 -0.102
C -1.582 6.035 -0.109 -0.255
C -0.111 5.845 -0.465 -0.224
C 0.298 4.424 -0.859 -0.266
P 0.528 3.217 0.425 1.000
C 1.596 3.985 1.673 -0.269
C 2.921 4.636 1.283 -0.226
C 4.094 3.721 0.919 -0.262
C 4.370 2.602 1.910 -0.099
C 1.455 1.832 -0.178 -0.270
C 0.955 0.907 -1.275 -0.212
C -0.157 -0.064 -0.920 -0.252
C 0.024 -0.813 0.391 -0.102
C -0.905 2.811 1.391 -0.264
C -2.156 2.073 0.928 -0.219
C -2.765 2.470 -0.413 -0.262
C -4.078 3.223 -0.273 -0.100
H -2.395 5.162 -1.932 0.063
H -3.536 6.156 -1.014 0.080
H -2.250 6.922 -1.963 0.086
H -1.919 5.263 0.584 0.077
H -1.696 6.988 0.422 0.121
H 0.491 6.175 0.387 0.099
H 0.136 6.523 -1.291 0.129
H 1.280 4.515 -1.346 0.113
H -0.355 4.039 -1.644 0.091
H 1.755 3.259 2.477 0.102
H 0.984 4.773 2.129 0.103
H 3.244 5.251 2.133 0.126
H 2.761 5.333 0.452 0.105
H 4.997 4.340 0.843 0.119
H 3.957 3.308 -0.078 0.085
H 4.707 3.006 2.869 0.087
H 5.158 1.948 1.523 0.085
H 3.493 1.977 2.091 0.050
H 1.809 1.240 0.670 0.100
H 2.350 2.270 -0.615 0.088
H 1.813 0.308 -1.614 0.127
H 0.642 1.506 -2.143 0.120
H -0.257 -0.796 -1.730 0.112
H -1.100 0.475 -0.916 0.067
H 0.860 -1.516 0.326 0.057
H -0.882 -1.382 0.620 0.076
H 0.202 -0.142 1.234 0.066
H -1.238 3.738 1.868 0.100
H -0.515 2.213 2.227 0.112
H -2.913 2.174 1.717 0.129
H -1.942 1.002 0.914 0.085
H -2.985 1.563 -0.991 0.095
H -2.063 3.043 -1.015 0.071
H -4.856 2.570 0.132 0.087
H -4.417 3.571 -1.256 0.083
H -3.979 4.088 0.385 0.070
```

* orbital gap: 8.0 eV
* molecular weight: 683.25 u
* maximum force: 9.6 eV/Å
* charge: +1
* LUMO energy: -2.72 eV

# C19H25DyNO4P2S

C19H25DyNO4P2S as an isolated structure in a non-equilibrium geometry (ωB97M-V/def2-TZVPD, the Open Molecules 2025 dataset).

The geometry in XYZ format:
```
53
Properties=species:S:1:pos:R:3:lowdin_charge:R:1
Dy -0.782 0.608 -1.178 1.256
C 0.150 -5.553 -0.025 -0.030
C -0.144 -4.362 -0.878 -0.247
C 0.729 -3.279 -0.912 -0.033
C 0.465 -2.172 -1.706 -0.116
C -0.687 -2.137 -2.494 -0.279
C -1.548 -3.226 -2.493 -0.037
C -1.276 -4.322 -1.689 0.004
S -0.997 -0.625 -3.470 0.625
O -0.999 -0.928 -4.862 -0.229
O 0.133 0.258 -3.010 -0.462
N -2.231 0.215 -2.924 -0.242
C -3.397 -0.352 -2.263 -0.127
C -2.815 -0.173 -0.867 -0.678
O -2.714 1.006 -0.414 -0.096
O -1.993 -1.040 -0.437 -0.093
H 1.035 -5.391 0.583 0.080
H 0.321 -6.432 -0.643 0.095
H -0.690 -5.768 0.630 0.091
H 1.641 -3.324 -0.330 0.114
H 1.211 -1.380 -1.798 0.102
H -2.426 -3.227 -3.124 0.124
H -1.950 -5.168 -1.699 0.129
H -3.602 -1.389 -2.524 0.118
H -4.270 0.278 -2.435 0.136
C -0.790 4.694 -0.239 -0.244
P 0.006 3.050 -0.203 0.842
C 1.638 3.393 -0.985 -0.235
C 0.516 2.831 1.551 -0.368
C 0.535 3.918 2.423 -0.077
C 0.929 3.772 3.742 -0.049
C 1.328 2.532 4.212 -0.049
C 1.308 1.440 3.363 -0.085
C 0.902 1.569 2.036 -0.375
P 0.891 0.071 0.969 0.855
C 0.201 -1.200 2.100 -0.228
C 2.681 -0.351 0.966 -0.223
H -0.073 5.478 0.005 0.053
H -1.627 4.710 0.459 0.061
H -1.173 4.856 -1.248 0.054
H 2.198 4.128 -0.406 0.062
H 1.460 3.777 -1.989 0.054
H 2.211 2.466 -1.070 0.036
H 0.241 4.898 2.079 0.095
H 0.939 4.631 4.397 0.117
H 1.643 2.411 5.237 0.116
H 1.620 0.476 3.738 0.101
H 0.903 -1.452 2.894 0.051
H -0.045 -2.089 1.517 0.032
H -0.722 -0.815 2.532 0.064
H 3.056 -0.391 1.988 0.052
H 3.243 0.396 0.408 0.047
H 2.816 -1.319 0.490 0.035
```

* ⟨S²⟩: 9.33
* orbital gap (spin up / spin down): 9.4 / 9.5 eV
* molecular weight: 587.93 u
* maximum force: 4.9 eV/Å
* charge: +1
* LUMO energy (spin up / spin down): -2.94 / -2.77 eV
* multiplicity: 6